DFT (ωB97M-V with the def2-TZVPD basis set) results for a 11-piece molecular cluster, C14H50O18 overall in a non-equilibrium geometry.

```
82
Properties=species:S:1:pos:R:3:lowdin_charge:R:1
O -2.75066 -0.61178 3.31715 -0.06
O 1.24369 3.39476 0.41933 -0.01
O -1.51560 4.73796 4.81474 -0.06
O -3.97244 2.38025 -2.33715 -0.04
O -0.94532 -3.72355 0.01694 -0.03
O -1.72958 2.27902 3.52428 -0.09
O 3.11130 -0.52231 -1.50895 -0.03
O 4.25544 1.33354 -0.03262 -0.06
O -3.21409 1.00533 0.72283 -0.08
O -0.50543 0.81774 1.12548 -0.10
O 1.05129 2.07944 3.34769 -0.07
O 1.45275 1.20860 -7.10000 -0.07
O -3.88227 -2.70285 2.14294 -0.03
O 2.41959 -5.03860 -1.27644 -0.02
O 3.29377 -3.28632 -4.34713 -0.07
O -3.37996 -2.23701 -0.68393 -0.01
O 1.35792 0.96149 -3.34433 -0.10
O 1.15612 -2.03626 -0.19585 -0.09
C -3.73439 0.93912 -0.58313 -0.24
C -1.59620 2.44407 4.97838 -0.19
C 3.23816 -4.48043 -3.54368 -0.20
C 2.40193 2.91633 -0.34546 -0.15
C 1.72284 0.53817 -4.69578 -0.22
C 0.86878 -0.96663 0.68388 -0.22
C -2.21255 -1.79850 3.74122 -0.25
C -0.21703 -0.11928 0.07183 -0.16
C 3.37760 2.19355 0.59460 -0.25
C -0.80940 3.71430 5.37600 -0.28
C -3.49105 2.34111 -1.06056 -0.29
C 2.49049 -4.02597 -2.21934 -0.25
C 0.80159 0.99644 -5.84415 -0.23
C -2.59434 -2.84375 2.70394 -0.22
H -3.10519 0.15487 -1.09524 0.11
H -2.28637 1.15626 0.72620 0.01
H -2.58339 -3.84723 3.14333 0.13
H 2.73331 0.90181 -4.91238 0.11
H 4.83497 1.91975 -0.58714 0.15
H -0.77411 -4.40981 -0.61487 0.04
H 2.77372 1.72005 1.30710 0.08
H 1.42885 -3.84474 -2.45261 0.13
H 2.84457 3.72324 -0.94975 0.13
H 1.90164 2.28540 -1.02166 0.08
H -2.60712 -2.25626 4.63120 0.11
H 4.24760 -4.97537 -3.32890 0.14
H -4.10773 3.05649 -0.44362 0.14
H 3.89183 2.95074 1.22429 0.14
H -3.99222 -2.16790 0.02020 0.00
H 0.41523 -1.38559 1.61954 0.14
H -1.12327 -0.69084 -0.20957 0.13
H -2.69544 -2.69004 -0.27163 -0.05
H 1.87708 0.33210 -2.82434 0.02
H -4.78505 0.54757 -0.66374 0.14
H 0.33852 3.77488 5.28504 0.13
H 3.08966 -3.23300 -1.76004 0.11
H -2.57006 2.32744 5.44211 0.12
H -4.48516 -2.96622 2.81574 0.09
H 0.21021 0.89713 1.74790 0.04
H -2.29442 1.50978 3.36173 0.06
H 3.52523 -3.62780 -5.17408 0.05
H 1.88302 -1.70561 -0.71251 0.03
H -2.41521 2.57733 -1.11772 0.14
H -0.01852 0.30021 -5.93826 0.11
H -0.08249 -3.30167 0.03132 0.00
H 0.49673 2.02827 -5.56643 0.13
H 0.77863 1.43505 -7.71394 0.06
H 3.85778 -0.78079 -2.02838 0.06
H -3.27787 -0.80035 2.51146 0.09
H -1.21237 -1.58650 3.73231 0.09
H -1.03963 1.58318 5.41397 0.12
H -1.79773 -2.81060 2.04009 0.07
H 0.26555 0.40683 -0.79503 0.13
H 1.46411 2.95105 3.26507 0.05
H 2.49154 -5.19691 -3.99933 0.13
H 1.82822 -4.67186 -0.73782 -0.01
H 0.08408 2.12264 3.47683 0.00
H -3.48101 3.05230 -2.72140 0.05
H -1.19547 5.65312 4.90177 0.11
H 1.70669 -0.35471 0.87776 0.10
H -0.93947 3.90331 6.43514 0.11
H 1.82370 -0.58426 -4.73294 0.12
H 0.84688 2.70119 0.73414 -0.06
H 3.53699 0.02811 -0.83365 0.02
```

Computed properties:
Lowest unoccupied orbital energy in eV: 0.11
E_HOMO in eV: -9.2
Total charge: 0
Gap between HOMO and LUMO in eV: 9.3
Energy above the lowest of the compared OMol25 structures with the same formula, charge and spin in eV: 4.479